Molecular formula: C35H45N8O10SeSr
Method: DFT, ωB97M-V with the def2-TZVPD basis set

Geometry as XYZ:
```
100
C35H45N8O10SeSr ωB97M-V with the def2-TZVPD basis set
Sr -1.565 -0.342 0.956
O 1.024 2.213 3.752
C 0.138 1.491 3.285
O 0.260 0.616 2.373
C -1.288 1.656 3.819
C -1.612 2.565 4.814
C -2.940 2.665 5.206
C -3.895 1.871 4.590
C -3.481 1.006 3.587
N -2.208 0.907 3.219
C -4.470 0.161 2.774
O -5.580 -0.044 3.262
O -4.019 -0.226 1.646
H -0.823 3.167 5.243
H -3.228 3.365 5.981
H -4.943 1.901 4.851
O -2.561 -0.507 -1.464
C -2.316 -1.168 -2.459
C -1.241 -2.125 -2.648
C -1.209 -2.781 -3.874
C -0.244 -3.723 -4.148
C 0.718 -4.059 -3.174
C 0.714 -3.430 -1.967
C -0.240 -2.398 -1.640
O -0.163 -1.770 -0.553
N -0.228 -4.385 -5.431
O -1.087 -4.092 -6.250
O 0.649 -5.210 -5.643
H -2.974 -1.060 -3.343
H -1.952 -2.552 -4.628
H 1.450 -4.820 -3.408
H 1.448 -3.668 -1.208
N -2.779 3.534 -1.232
C -2.919 2.538 -0.301
N -4.176 2.169 0.036
O -1.926 2.045 0.246
H -3.549 3.675 -1.866
H -1.872 3.512 -1.690
H -4.952 2.435 -0.543
H -4.266 1.312 0.587
C -3.486 -3.203 4.166
N -2.057 -3.398 4.346
C -1.679 -4.513 5.188
C -1.227 -2.883 3.389
O -1.691 -2.427 2.337
N 0.117 -2.899 3.647
C 0.629 -2.545 4.960
C 1.020 -2.559 2.555
H -3.967 -3.206 5.145
H -3.924 -3.998 3.553
H -3.681 -2.254 3.676
H -2.331 -5.367 4.978
H -1.772 -4.270 6.251
H -0.654 -4.811 4.984
H -0.170 -2.515 5.694
H 1.085 -1.551 4.916
H 1.389 -3.259 5.290
H 0.603 -2.880 1.604
H 1.970 -3.073 2.720
H 1.194 -1.480 2.504
C 1.708 5.678 -1.341
C 2.683 4.555 -1.008
C 2.274 3.757 0.228
C 1.084 2.826 0.016
N 1.429 1.699 -0.853
C 1.093 1.532 -2.153
Se 0.071 2.658 -3.204
N 1.702 0.397 -2.590
C 1.590 -0.198 -3.914
C 2.858 -0.006 -4.741
C 3.105 1.436 -5.179
C 2.172 1.887 -6.296
C 2.441 -0.161 -1.556
C 3.228 -1.302 -1.497
C 3.815 -1.591 -0.276
C 3.619 -0.772 0.841
C 2.833 0.367 0.780
C 2.260 0.659 -0.450
H 2.031 6.232 -2.224
H 1.629 6.381 -0.508
H 0.714 5.283 -1.554
H 3.679 4.976 -0.844
H 2.769 3.882 -1.867
H 2.014 4.438 1.043
H 3.119 3.164 0.588
H 0.237 3.331 -0.439
H 0.755 2.405 0.964
H 0.725 0.258 -4.393
H 1.380 -1.261 -3.777
H 2.784 -0.651 -5.623
H 3.711 -0.369 -4.160
H 4.143 1.531 -5.510
H 2.991 2.102 -4.318
H 2.288 1.252 -7.178
H 2.381 2.917 -6.590
H 1.130 1.850 -5.975
H 3.359 -1.946 -2.356
H 4.434 -2.474 -0.182
H 4.079 -1.043 1.782
H 2.625 0.968 1.656
```

The LUMO energy comes out at 2.09 eV. The HOMO energy is -5.387 eV. As for the charge: -1. As for the HOMO-LUMO gap: 7.48 eV. As for the energy: -135613.0620 eV. As for the energy above the lowest of the compared OMol25 structures with the same formula, charge and spin: 0.000 eV.

---

Molecular formula: C13H32F6O11V
Method: DFT, ωB97M-V with the def2-TZVPD basis set

Geometry as XYZ:
```
63
C13H32F6O11V ωB97M-V with the def2-TZVPD basis set
O -3.128 -1.693 -39.697
V -2.679 -2.643 -40.902
O -4.067 -2.514 -41.815
C -0.070 -6.414 -36.683
O 1.054 -5.875 -35.903
O 0.046 -5.664 -37.876
C -0.148 -8.010 -36.877
F -1.343 -8.443 -37.445
F 0.847 -8.564 -37.610
F -0.006 -8.668 -35.726
C 1.046 -6.001 -34.554
C 2.350 -5.412 -33.885
H 3.216 -5.918 -34.314
H 2.455 -4.339 -34.046
H 2.379 -5.573 -32.808
H 0.994 -7.033 -34.209
H 0.220 -5.481 -34.068
H -0.923 -6.175 -36.048
C 0.281 0.541 -42.880
O -1.137 0.525 -43.083
O 0.376 -0.632 -42.100
C 1.402 0.732 -44.082
F 2.729 0.488 -43.686
F 1.294 0.048 -45.211
F 1.317 2.022 -44.401
C -1.670 1.681 -43.750
C -3.195 1.512 -43.742
H -3.646 1.753 -42.780
H -3.671 2.106 -44.523
H -3.484 0.527 -44.108
H -1.351 1.741 -44.790
H -1.510 2.653 -43.283
H 0.570 1.308 -42.162
C -9.699 -3.513 -42.943
O -8.708 -2.875 -43.775
H -10.069 -4.478 -43.289
H -9.264 -3.805 -41.987
H -10.429 -2.718 -42.794
H -8.278 -2.212 -43.230
C 2.207 -0.643 -36.735
O 3.293 -1.464 -37.086
H 1.325 -0.539 -37.367
H 1.769 -1.002 -35.804
H 2.502 0.402 -36.642
H 4.075 -1.184 -36.605
C -5.188 -7.620 -41.269
O -4.355 -6.623 -40.758
H -6.090 -7.102 -41.593
H -4.641 -8.213 -42.003
H -5.541 -8.194 -40.413
H -3.651 -7.096 -40.309
C -2.839 -1.717 -34.096
O -2.207 -1.442 -32.897
H -3.469 -0.922 -34.495
H -2.035 -2.068 -34.743
H -3.518 -2.564 -33.993
H -1.691 -0.664 -33.117
C -1.809 -4.295 -45.466
O -1.434 -4.623 -44.157
H -2.745 -3.751 -45.594
H -1.064 -3.678 -45.968
H -1.837 -5.192 -46.084
H -0.705 -5.222 -44.336
```

The LUMO energy comes out at -1.28 eV. The HOMO energy is -4.280 eV. As for the charge: -1. As for the HOMO-LUMO gap: 3.00 eV. As for the energy: -78504.8255 eV.